1.
{"formula": "NaO4S", "method": "ωB97M-V/def2-TZVPD", "charge": -1, "orbital_gap_ev": 4.8, "e_above_lowest_kj_mol": 0.00, "elements": ["Na", "S", "O", "O", "O", "O"], "positions_angstrom": [[-0.0810, 1.6614, -1.8144], [-0.0028, -0.3679, 0.3880], [-1.1449, -1.1291, 0.8834], [-0.2124, 1.0997, 0.5651], [1.2769, -0.6754, 1.0621], [0.1642, -0.5887, -1.0841]], "atomic_forces_ev_per_a": [[0.0626, -1.2619, 1.4172], [1.5462, -0.1059, 0.8169], [-0.1860, -0.1444, 0.1112], [-0.7767, 1.6386, -0.7479], [-0.4719, -0.5278, -0.0736], [-0.1742, 0.4013, -1.5237]]}

2.
{"formula": "C9H18N3", "method": "ωB97M-V/def2-TZVPD", "charge": 1, "orbital_gap_ev": 8.9, "e_above_lowest_kj_mol": 202.07, "elements": ["C", "C", "C", "C", "C", "C", "C", "C", "C", "N", "N", "N", "H", "H", "H", "H", "H", "H", "H", "H", "H", "H", "H", "H", "H", "H", "H", "H", "H", "H"], "positions_angstrom": [[0.5039, 0.9570, 0.4066], [-2.9715, 0.8834, 0.4145], [3.0553, 1.1023, 0.2383], [1.7051, 0.7554, -0.3565], [-2.9164, -1.4682, 0.4860], [2.7145, -0.3332, 0.0902], [-3.3609, 2.1660, -0.1741], [3.3282, -1.1070, -1.0493], [2.4269, -1.1745, 1.3213], [-3.2064, -0.2686, -0.1620], [-3.1868, -2.5096, -0.2386], [-0.6889, 1.0143, -0.0643], [3.7793, 1.5495, -0.4244], [3.0471, 1.5274, 1.2318], [1.5875, 0.8541, -1.4296], [0.5949, 1.0332, 1.4848], [-2.5629, 2.8953, -0.0537], [-4.2103, 2.5600, 0.3874], [-3.6342, 2.0873, -1.2242], [4.2526, -1.5747, -0.7200], [3.5581, -0.4598, -1.8919], [2.6532, -1.8930, -1.3835], [2.6947, -2.2104, 1.1289], [1.3786, -1.1568, 1.6061], [3.0180, -0.8308, 2.1685], [-3.5525, -0.2715, -1.1317], [-3.0160, -3.4259, 0.1503], [-3.5872, -2.4898, -1.1829], [-2.6695, 0.8383, 1.4532], [-0.7345, 0.9501, -1.0812]], "atomic_forces_ev_per_a": [[-1.0480, -0.0506, -0.0948], [0.8148, -0.0427, 0.3598], [0.0327, -0.0412, 0.0317], [0.4846, -0.2287, -0.3649], [0.3462, -0.2081, 0.9516], [-0.1935, 0.1845, -0.1121], [-0.0991, 0.3060, -0.2404], [0.0091, 0.1517, 0.0146], [0.0440, 0.1390, 0.0718], [-0.5461, -0.0958, -0.8574], [-0.2419, 0.0705, -0.5355], [-0.0447, 0.2090, 0.2489], [0.0519, 0.0103, -0.1116], [-0.0171, -0.0036, 0.1042], [0.0302, 0.0135, -0.0106], [0.0258, -0.0021, 0.1832], [0.0376, -0.0789, 0.0270], [-0.1380, -0.0870, 0.0303], [-0.0100, -0.0004, -0.0251], [0.1313, -0.0644, 0.0182], [0.0255, 0.0388, -0.1173], [-0.0376, -0.0723, -0.0480], [-0.0042, -0.0630, 0.0210], [-0.0911, -0.0695, 0.0857], [-0.0072, -0.0444, 0.0856], [0.0691, 0.2472, 0.2490], [-0.0106, 0.0752, -0.0297], [0.0981, -0.0831, 0.2297], [-0.0584, -0.1506, -0.0852], [0.3465, -0.0594, -0.0796]]}

3.
{"formula": "C3H10N3", "method": "ωB97M-V/def2-TZVPD", "charge": 1, "orbital_gap_ev": [8.8, 8.1], "e_above_lowest_kj_mol": 531.15, "elements": ["C", "C", "C", "N", "N", "N", "H", "H", "H", "H", "H", "H", "H", "H", "H", "H"], "positions_angstrom": [[0.0657, -1.3925, -0.1687], [0.9766, 1.5721, -0.0282], [-1.3580, 1.4703, 0.1617], [1.1450, -1.6606, 0.5287], [-0.6600, -2.3368, -0.7458], [-0.1606, 0.8342, 0.4698], [0.6354, 2.5377, 0.2220], [1.1314, 1.5574, -1.1938], [2.0221, 1.3695, 0.2144], [-2.1924, 0.8394, 0.3544], [-1.3945, 1.9634, -0.7286], [-1.4951, 2.3192, 0.8507], [1.7253, -2.5728, 0.5681], [1.5738, -0.9287, 1.0684], [-0.3962, -3.3242, -0.4584], [-1.6185, -2.2474, -1.1145]], "atomic_forces_ev_per_a": [[-0.3724, 0.6374, 0.5964], [0.4208, -0.8383, -3.4012], [-0.9022, -0.1552, 1.9895], [1.3283, -1.5292, -0.1332], [0.3347, -1.3111, 0.8438], [2.2413, -2.3471, 0.4589], [0.5410, 1.7329, 0.2116], [-1.1086, 0.1540, 1.6996], [-0.5244, -0.4516, 1.2807], [-0.6993, -0.5372, -0.0600], [-0.1406, 0.9513, -3.0898], [0.2858, -0.2357, 0.4950], [-1.7361, 1.7135, -0.3485], [-0.1164, 0.3317, -0.0525], [-0.6141, 1.4502, -0.7068], [1.0624, 0.4343, 0.2164]]}

4.
{"formula": "C5H12FN4OPSSi", "method": "ωB97M-V/def2-TZVPD", "smiles": "N=[PH2][Si@@](F)(CN)CCSc1nnco1", "orbital_gap_ev": 8.7, "elements": ["N", "P", "Si", "F", "C", "N", "C", "C", "S", "C", "N", "N", "C", "O", "H", "H", "H", "H", "H", "H", "H", "H", "H", "H", "H", "H"], "positions_angstrom": [[0.9633, 2.6367, 0.4648], [0.9950, 2.0144, -1.0159], [1.1648, -0.2229, -0.9695], [2.2137, -0.6664, -2.2252], [1.9580, -0.8573, 0.6303], [3.2624, -0.1139, 0.7533], [-0.5618, -0.9222, -1.3521], [-0.9440, -2.2401, -0.5799], [-1.4922, -1.9540, 1.1736], [-2.1789, -0.2816, 1.2888], [-1.8116, 0.7513, 2.0591], [-2.6760, 1.7431, 1.6751], [-3.4948, 1.3081, 0.7116], [-3.2145, -0.0214, 0.4306], [1.0483, 1.8945, 1.1663], [2.1150, 2.5177, -1.7446], [-0.2161, 2.3287, -1.7109], [2.1714, -1.9633, 0.5682], [1.3216, -0.6470, 1.5303], [3.2270, 0.5515, 1.5208], [4.0439, -0.7579, 0.8300], [-0.5679, -1.1683, -2.4569], [-1.3387, -0.1126, -1.2425], [-1.8338, -2.6993, -1.0970], [-0.1479, -3.0255, -0.5759], [-4.3028, 1.8463, 0.1848]], "atomic_forces_ev_per_a": [[-0.0355, -0.7985, -0.5322], [0.3922, 0.7585, 1.9432], [0.8855, -1.1883, -1.2883], [-1.3455, 0.4190, 1.4521], [0.4404, 0.2704, 0.4618], [-0.5605, -0.3223, -0.2751], [-0.0301, -0.4420, -0.5759], [-1.3725, 0.6612, -0.9980], [0.1683, 0.6758, 0.5707], [0.9656, -0.2654, -0.2496], [-1.4625, -2.2554, -2.3900], [-2.0421, 0.4822, -1.5946], [2.0450, -0.3111, 1.9698], [0.2671, 1.4478, 0.8493], [-0.1333, 0.4319, -0.1704], [-0.7066, -0.1053, -0.4250], [0.6671, -0.0480, -0.4296], [-0.4968, 1.0417, 0.0824], [0.3530, -0.4959, -0.8231], [0.2534, -0.3338, -0.2027], [-0.2047, 0.3750, 0.2293], [0.0676, 0.2432, 1.0321], [0.6618, -0.9444, 0.0833], [0.9265, 0.4006, 0.5040], [-0.4824, 0.8658, 0.3174], [0.7791, -0.5628, 0.4590]]}

5.
{"formula": "C5H15N3O", "method": "ωB97M-V/def2-TZVPD", "charge": 2, "orbital_gap_ev": 10.3, "e_above_lowest_kj_mol": 188.99, "elements": ["C", "C", "C", "C", "C", "N", "N", "N", "O", "H", "H", "H", "H", "H", "H", "H", "H", "H", "H", "H", "H", "H", "H", "H"], "positions_angstrom": [[1.7853, -0.6570, -0.4789], [1.3286, -0.0652, 1.4939], [0.5411, -0.7805, 0.3564], [-1.0283, 0.7666, -1.5909], [-1.1672, 0.4472, -0.0869], [-1.3610, 1.4025, 0.8655], [2.5019, 0.2089, 0.6081], [-2.1077, -0.6513, -0.1862], [-0.0816, -1.9972, 0.3491], [2.2417, -1.6101, -0.5036], [1.9144, -0.1467, -1.4105], [0.6993, 0.9385, 1.7958], [1.4537, -0.7365, 2.3008], [-0.4040, 1.6582, -1.6162], [-1.9838, 0.9925, -2.0756], [-0.5970, -0.0713, -2.1266], [-1.5746, 2.3151, 0.5586], [-1.4756, 1.1386, 1.7702], [3.3988, -0.1378, 0.8687], [2.5202, 1.1529, 0.2539], [-2.2354, -1.1039, 0.6725], [-1.5207, -1.2727, -0.8887], [-3.0729, -0.4665, -0.4915], [0.2288, -2.6205, 1.0329]], "atomic_forces_ev_per_a": [[0.8278, 0.8962, 0.1262], [-3.8310, 1.8019, 0.0778], [-1.9641, 3.2472, -0.4063], [0.4599, 1.8183, 1.3139], [2.5444, -1.2305, -1.7830], [0.8396, -0.3065, -3.2846], [-2.0726, -0.9658, -1.1040], [0.4901, -1.9729, -1.7537], [0.5063, -0.5923, 0.9912], [0.7759, -1.0296, -0.2298], [-0.5068, 0.0552, -0.7955], [2.0322, -2.2972, -0.4580], [0.9258, -0.1912, 1.2076], [0.1727, -0.0548, -0.7796], [0.0053, 0.1488, 0.2479], [0.3403, 0.0174, -0.0581], [-0.2541, 1.1246, 0.0764], [-0.7123, -0.4914, 3.0701], [0.9803, -0.0840, 0.4988], [0.4521, 0.5457, 0.3586], [0.0669, -1.5442, 1.6568], [-2.4336, 0.5177, 1.8927], [0.3687, 0.5039, -0.5631], [-0.0136, 0.0834, -0.3022]]}

6.
{"formula": "C7H10O2S", "method": "ωB97M-V/def2-TZVPD", "orbital_gap_ev": [8.2, 8.2], "e_above_lowest_kj_mol": 434.16, "elements": ["C", "C", "C", "C", "C", "C", "C", "O", "O", "S", "H", "H", "H", "H", "H", "H", "H", "H", "H", "H"], "positions_angstrom": [[1.1619, -0.6539, -0.8961], [1.3911, 0.8426, -0.6234], [0.3457, 0.0198, 1.3264], [0.3727, -1.2528, 0.3617], [0.3564, 1.2221, 0.4513], [-1.0870, -1.5527, 0.0906], [-1.0288, 1.4844, -0.0254], [-2.5186, 0.0948, -1.4117], [-3.0510, -0.0177, 1.0036], [-2.0347, -0.0394, -0.0777], [0.6308, -0.6868, -1.8326], [2.0941, -1.3589, -1.0756], [2.3742, 1.0641, -0.2133], [1.2315, 1.2782, -1.7306], [-0.6214, -0.0617, 1.9066], [1.2612, 0.0020, 1.8210], [0.8715, -2.2300, 0.8649], [0.8581, 1.9921, 1.0247], [-1.4322, -2.4565, -0.3153], [-1.1755, 2.3103, -0.6491]], "atomic_forces_ev_per_a": [[1.6562, -2.3363, 0.5164], [-0.3054, -0.1602, -2.9810], [-1.7135, -2.4186, -0.5105], [-0.0167, -0.6504, 0.8271], [0.1510, 0.3716, -0.2586], [1.8940, 2.7199, 0.3376], [1.7146, -2.7328, 1.7070], [-0.6791, -0.7367, -1.6757], [2.1049, -0.2026, -1.4134], [-2.6514, 1.3842, 1.4689], [-0.6343, -0.5852, -0.1020], [-1.5054, 1.8357, 0.4045], [0.1279, 0.0562, -0.3397], [0.5891, -0.0155, 2.8443], [1.6581, 0.3056, 0.3182], [1.1662, -0.1192, 1.7542], [-0.9436, 2.4205, -1.2583], [-0.6262, 0.9284, 0.0362], [-0.8595, -0.8342, -0.5996], [-1.1269, 0.7696, -1.0757]]}

Which formula does entry 2 have? C9H18N3